Entry from the Open Molecules 2025 dataset: C42H46Br4N6O6P2PbSTe as an isolated structure in a non-equilibrium geometry (ωB97M-V with the def2-TZVPD basis set).

Summary:
relative energy (zero: lowest compared OMol25 entry of this formula, charge and spin) = 36.7 kcal per mole
net charge = -2
molecular weight = 1479.3 g/mol
HOMO = -0.051 Ha

Each line ends with the Löwdin charge.
Atoms and positions in Å:
Pb: -0.3740 0.2843 0.4112  1.241
C: -1.5276 -3.9777 -1.7989  -0.041
C: -0.7830 -2.7983 -1.2190  -0.292
N: -1.3645 -1.6546 -1.0383  -0.020
N: -2.6357 -1.5154 -1.4076  0.043
C: -3.3188 -0.5859 -0.7527  -0.501
O: -2.9258 0.0320 0.2660  -0.216
C: -4.6970 -0.3646 -1.2509  -0.134
C: -5.5963 0.3391 -0.4558  -0.008
C: -6.8876 0.5617 -0.8967  -0.092
C: -7.2844 0.1058 -2.1443  -0.118
C: -6.3849 -0.5801 -2.9485  -0.107
C: -5.1015 -0.8252 -2.4994  -0.054
C: 0.5660 -2.9546 -0.7438  -0.245
C: 1.1730 -4.2238 -0.6756  -0.018
C: 2.4312 -4.3446 -0.1335  -0.077
C: 3.0773 -3.2061 0.3388  -0.064
C: 2.4172 -1.9954 0.2150  -0.216
N: 1.2203 -1.8617 -0.3156  0.024
H: -2.4671 -3.6065 -2.2036  0.055
H: -1.7522 -4.7086 -1.0219  0.081
H: -0.9568 -4.4614 -2.5919  0.069
H: -5.2619 0.6956 0.5071  0.119
H: -7.5873 1.0964 -0.2678  0.094
H: -8.2956 0.2849 -2.4931  0.087
H: -6.6916 -0.9180 -3.9324  0.090
H: -4.3862 -1.3695 -3.0968  0.098
H: 0.6535 -5.0996 -1.0347  0.095
H: 2.9050 -5.3161 -0.0624  0.098
H: 4.0623 -3.2634 0.7787  0.100
H: 2.8736 -1.0737 0.5479  0.076
Br: -4.0472 -1.7327 6.3784  0.617
C: -3.0891 -0.6582 5.1467  -0.785
C: -3.2656 0.7097 5.1300  -0.784
Br: -4.4820 1.5298 6.3277  0.624
C: -2.5367 1.4807 4.2338  -0.636
Br: -2.7143 3.3740 4.2141  0.678
C: -1.6414 0.9404 3.3074  -0.480
O: -0.9878 1.6593 2.4869  -0.336
C: -1.4731 -0.5009 3.3196  -0.484
O: -0.6602 -1.0676 2.4882  -0.425
C: -2.1865 -1.2341 4.2527  -0.635
Br: -1.8552 -3.1072 4.2924  0.682
N: 3.7010 1.1819 3.1274  0.115
C: 4.0761 0.0492 3.8453  -0.250
C: 5.3229 -0.0074 4.4514  -0.047
C: 5.6921 -1.1147 5.2082  -0.121
C: 4.8290 -2.1842 5.3259  -0.119
C: 3.5895 -2.1408 4.6967  -0.109
C: 3.1970 -1.0301 3.9771  -0.377
S: 1.5309 -0.9923 3.2606  1.070
N: 1.6601 0.3230 2.2928  -0.269
C: 2.5651 1.2146 2.3107  -0.335
C: 2.4257 2.3823 1.4359  -0.202
C: 2.9948 3.6212 1.7736  -0.018
C: 2.8287 4.6855 0.9081  -0.070
C: 2.1016 4.4962 -0.2590  -0.055
C: 1.5483 3.2423 -0.4937  -0.218
N: 1.7168 2.2191 0.3209  0.054
H: 4.4366 1.8370 2.9105  0.122
H: 6.0013 0.8292 4.3457  0.101
H: 6.6538 -1.1208 5.7030  0.089
H: 5.1081 -3.0474 5.9108  0.089
H: 2.8989 -2.9657 4.7770  0.103
H: 3.5173 3.7646 2.7114  0.103
H: 3.2610 5.6523 1.1383  0.100
H: 1.9742 5.2980 -0.9681  0.103
H: 0.9781 3.0473 -1.3900  0.056
C: -2.2665 1.8699 -5.4761  -0.083
C: -2.7317 1.0861 -4.2553  -0.320
O: -2.8583 1.9067 -3.1190  -0.289
P: -1.4629 2.4420 -2.4059  0.193
O: -0.3235 1.6055 -2.8356  -0.392
Te: -1.8930 2.8350 -0.0874  0.736
O: -1.2323 3.8875 -3.1960  -0.307
C: -2.1744 4.9055 -3.0009  -0.377
C: -1.5436 6.2700 -3.2446  -0.083
H: -2.2965 1.2387 -6.3627  0.066
H: -1.2489 2.2126 -5.3075  0.061
H: -2.9093 2.7358 -5.6245  0.070
H: -2.0205 0.2786 -4.0447  0.103
H: -3.7245 0.6530 -4.4243  0.103
H: -2.5577 4.8467 -1.9699  0.030
H: -3.0187 4.7579 -3.6869  0.109
H: -0.7649 6.4593 -2.5105  0.065
H: -2.3086 7.0396 -3.1602  0.065
H: -1.1056 6.3138 -4.2402  0.066
C: 1.9808 -1.1751 -4.8074  -0.155
C: 1.4798 -0.8366 -3.4079  -0.406
P: 2.5553 0.1539 -2.2528  1.011
C: 2.8837 1.6267 -3.3633  -0.409
C: 3.8717 2.6134 -2.7571  -0.166
C: 4.1617 -0.7953 -2.5130  -0.421
C: 5.2034 -0.4463 -1.4587  -0.176
H: 1.2264 -1.7702 -5.3226  0.062
H: 2.9017 -1.7568 -4.7771  0.051
H: 2.1493 -0.2764 -5.3960  0.053
H: 1.2510 -1.7572 -2.8670  0.049
H: 0.5553 -0.2621 -3.4672  0.040
H: 1.9066 2.1002 -3.4761  0.052
H: 3.2354 1.3111 -4.3502  0.061
H: 3.6076 2.8219 -1.7243  0.035
H: 3.8696 3.5532 -3.3101  0.066
H: 4.8835 2.2131 -2.7763  0.046
H: 4.5662 -0.6279 -3.5156  0.067
H: 3.8997 -1.8529 -2.4172  0.064
H: 5.5674 0.5717 -1.5895  0.044
H: 6.0559 -1.1267 -1.5118  0.061
H: 4.7633 -0.5198 -0.4668  0.041


Entry from the Open Molecules 2025 dataset: C42H46Cl8O22 as an isolated structure in a non-equilibrium geometry (ωB97M-V with the def2-TZVPD basis set).

Summary:
relative energy (zero: lowest compared OMol25 entry of this formula, charge and spin) = 814.0 kcal per mole
molecular weight = 1186.4 g/mol
HOMO = -0.310 Ha

Each line ends with the Löwdin charge.
Atoms and positions in Å:
Cl: -2.0446 0.4038 -1.8302  0.963
C: -0.5177 0.3536 -0.8745  -0.455
C: -0.4167 -0.7733 0.1633  -0.451
Cl: -1.7520 -0.7755 1.3832  1.022
H: -0.5485 1.2859 -0.3106  0.029
H: 0.2728 0.4194 -1.6221  -0.037
H: 0.5065 -0.5880 0.7123  -0.020
H: -0.4413 -1.7169 -0.3817  -0.029
Cl: -1.0306 3.7159 -0.1190  1.161
C: -2.0031 3.1252 -1.4666  -0.507
C: -1.2903 3.0043 -2.7713  -0.647
Cl: -0.8856 4.5374 -3.5758  0.641
H: -2.7447 3.9168 -1.5739  0.088
H: -2.5894 2.2764 -1.1148  -0.011
H: -1.7853 2.4189 -3.5461  0.063
H: -0.3894 2.4420 -2.5255  0.018
Cl: -1.0470 -4.1677 -4.7994  0.552
C: -1.7956 -4.1359 -3.1739  -0.574
C: -1.7152 -2.6645 -2.6330  -0.516
Cl: -0.0885 -2.4859 -2.0026  0.898
H: -1.3092 -4.8366 -2.4953  0.068
H: -2.8160 -4.4818 -3.3390  0.064
H: -2.4215 -2.4597 -1.8284  0.078
H: -1.8366 -1.8611 -3.3595  -0.008
Cl: 1.7335 1.2029 -2.5099  0.983
C: 0.9348 0.9007 -4.1640  -0.419
C: -0.1720 -0.1103 -3.8959  -0.673
Cl: -0.5767 -0.8603 -5.4996  0.624
H: 1.6817 0.4522 -4.8191  0.071
H: 0.7057 1.8379 -4.6711  0.082
H: -1.0632 0.3721 -3.4945  -0.034
H: 0.1580 -0.8435 -3.1599  -0.026
C: 5.1276 -3.4562 -2.6176  -0.086
O: 4.0141 -3.8885 -3.4155  -0.149
C: 2.8754 -4.0963 -2.6287  -0.188
C: 2.0231 -2.9052 -2.0180  -0.335
O: 2.9475 -2.2510 -1.1647  -0.108
C: 2.3438 -1.7312 -0.0226  -0.126
H: 6.0166 -3.5495 -3.2413  0.088
H: 5.1859 -4.1389 -1.7699  0.086
H: 5.1032 -2.4469 -2.2066  0.072
H: 3.0932 -4.8536 -1.8756  0.124
H: 2.1029 -4.5095 -3.2772  0.113
H: 1.1014 -3.2950 -1.5861  -0.056
H: 1.7631 -2.2920 -2.8808  0.090
H: 2.9216 -0.9388 0.4533  0.066
H: 2.1674 -2.4626 0.7660  0.143
H: 1.3133 -1.4078 -0.1695  0.078
C: 2.2022 1.1690 0.0729  -0.002
C: 3.2975 1.1772 -0.7010  -0.354
C: 3.8319 2.2871 -1.4825  -0.405
O: 4.9418 2.3147 -2.0212  0.119
C: 2.9396 3.4466 -1.3843  0.023
C: 1.7283 3.4767 -0.7947  -0.230
C: 1.2331 2.3116 0.0562  -0.262
O: 0.1701 2.3258 0.6582  -0.200
O: 0.9447 4.5990 -0.7191  -0.035
O: 3.9948 -0.0023 -0.6650  0.020
H: 1.9361 0.2795 0.6246  0.035
H: 3.3067 4.2528 -2.0022  0.139
H: 0.0052 4.4036 -0.6923  -0.266
H: 4.8241 0.1910 -1.1082  0.141
C: 1.3786 0.5974 4.1470  0.050
C: 0.1958 0.1607 3.7577  -0.201
C: -0.6191 -0.9231 4.4229  -0.326
O: -1.6070 -1.4748 3.9398  0.047
C: -0.0420 -1.3803 5.6680  0.074
C: 1.1596 -0.8379 6.1699  -0.152
C: 1.9719 0.1897 5.4644  -0.255
O: 3.0071 0.7550 5.9691  0.061
O: 1.7670 -1.4212 7.2979  0.070
O: -0.3687 0.7478 2.6742  -0.030
H: 1.8621 1.4513 3.6961  0.147
H: -0.3847 -2.2661 6.1822  0.135
H: 2.5410 -0.9060 7.5368  0.100
H: -1.0677 0.2418 2.2535  -0.165
C: -3.8040 0.6862 -2.8048  -0.236
C: -4.4749 1.1061 -1.6676  -0.145
C: -5.5879 0.2895 -1.0319  -0.222
O: -6.2160 0.5834 0.0235  0.088
C: -5.8853 -0.9705 -1.7810  0.092
C: -5.1733 -1.3164 -2.8610  -0.221
C: -4.0379 -0.5329 -3.4422  -0.300
O: -3.3371 -0.7853 -4.5049  -0.002
O: -5.6369 -2.3487 -3.6186  0.090
O: -4.1076 2.2578 -0.9802  -0.038
H: -2.9362 1.2682 -3.0777  0.034
H: -6.7195 -1.6128 -1.5401  0.138
H: -5.2107 -2.2495 -4.4730  0.108
H: -4.5867 2.2864 -0.1487  0.034
C: 1.8323 -2.3619 3.2957  0.093
C: 2.6618 -2.9656 4.1336  -0.258
C: 4.1133 -2.8244 4.1294  -0.284
O: 4.8180 -3.4001 4.9721  0.114
C: 4.5807 -1.6658 3.3542  0.105
C: 3.7855 -0.9636 2.4902  -0.131
C: 2.3103 -1.3128 2.3198  -0.192
O: 1.5694 -0.7432 1.4861  -0.199
O: 4.2214 -0.0171 1.5911  0.082
O: 2.0863 -3.9219 4.8695  0.122
H: 0.7972 -2.6134 3.4736  0.137
H: 5.5889 -1.2789 3.3410  0.138
H: 3.5661 0.3778 1.0113  0.042
H: 2.7490 -4.3037 5.4497  0.121
C: -1.8987 3.5793 2.5416  0.017
C: -2.4017 2.5149 1.8627  -0.176
C: -3.8242 2.4199 1.4067  -0.289
O: -4.2668 1.4079 0.9657  0.091
C: -4.6380 3.6334 1.8335  0.123
C: -4.0859 4.7585 2.3726  -0.190
C: -2.6459 4.7590 2.8066  -0.313
O: -2.1123 5.6574 3.4749  0.107
O: -4.7867 5.9017 2.5875  0.116
O: -1.5311 1.5024 1.5092  -0.248
H: -0.8734 3.4376 2.8499  0.144
H: -5.7055 3.5773 1.6801  0.136
H: -4.2209 6.4130 3.1707  0.107
H: -1.9380 0.9223 0.8614  -0.021